1.
Here is a molecular structure, C24H21ClN2PPr from the OMol25 dataset. Energies are from ωB97M-V/def2-TZVPD.

Properties
charge = +2
E_tot = -64073.3296 eV
E_HOMO (spin up / spin down) = -14.60 / -14.60 eV
E_LUMO (spin up / spin down) = -8.1529 / -7.9696 eV
orbital gap (spin up / spin down) = 6.45 / 6.63 eV
relative energy (zero: lowest compared OMol25 entry of this formula, charge and spin) = 0.000 eV
2S+1 = 3
largest force on an atom = 0.04502 hartree/bohr

Positions of all 50 atoms, in Å:
H  -2.144  -2.640  -4.283
H  -2.806  0.138  -0.183
C  -0.167  1.896  -1.017
C  3.038  -0.068  -3.517
C  -1.402  3.809  -1.855
C  -1.207  -0.988  5.541
C  -3.742  -1.118  -1.666
Cl  0.189  2.279  3.702
C  4.094  -0.601  -2.770
C  0.461  4.150  -0.347
H  -2.071  -1.137  3.525
H  -0.766  5.740  -1.134
H  3.196  0.237  -4.550
H  -4.425  -2.362  -3.299
C  0.001  -0.186  7.543
H  -2.166  -1.009  6.064
C  -0.588  4.667  -1.107
H  4.711  -1.422  -0.864
C  1.203  -1.180  4.198
H  -0.162  -1.609  -3.183
C  -3.562  -1.892  -2.824
H  0.576  -5.281  -3.475
C  -1.183  2.431  -1.822
Pr  -0.699  0.598  2.061
C  1.198  -1.088  5.570
C  -1.165  -1.062  4.154
C  3.882  -1.010  -1.445
H  -0.172  -5.334  -3.516
C  -2.283  -2.048  -3.377
C  1.570  -0.281  -1.610
H  5.088  -0.689  -3.210
C  -1.165  -1.457  -2.774
H  1.535  2.367  0.245
N  0.008  0.375  8.567
C  -0.009  -0.806  6.231
C  0.688  2.774  -0.317
H  -1.816  1.756  -2.398
C  1.774  0.108  -2.945
H  2.135  -1.197  6.121
P  0.039  0.074  -0.726
H  -2.207  4.214  -2.471
C  2.620  -0.873  -0.866
H  -4.742  -0.992  -1.236
C  -1.349  -0.667  -1.625
H  0.959  0.552  -3.527
C  -2.644  -0.497  -1.071
H  2.435  -1.204  0.164
N  0.047  -0.994  3.494
H  1.098  4.819  0.239
H  2.102  -1.296  3.591

---

2.
Here is a gas-phase ion, C8H14N2O (charge +2) from the OMol25 dataset. Energies are from ωB97M-V/def2-TZVPD.

Properties
charge = +2
E_tot = -13530.1554 eV
E_HOMO = -18.95 eV
E_LUMO = -8.6466 eV
orbital gap = 10.31 eV
relative energy (zero: lowest compared OMol25 entry of this formula, charge and spin) = 1.695 eV
SMILES = C=[N+](C)[C@@H]1C=CC[N+](C)=CO1
largest force on an atom = 0.11660 hartree/bohr

Positions of all 25 atoms, in Å:
O  0.195  -0.348  -1.850
C  0.506  1.726  -0.510
H  -3.568  -0.679  -0.949
C  -3.014  -0.757  -0.109
H  2.991  -0.208  1.657
H  -1.892  0.754  1.617
H  -3.493  -0.211  0.800
H  1.863  0.775  -1.875
N  -1.568  -0.331  -0.225
C  1.049  0.485  -1.135
H  -2.899  -1.840  0.198
C  -1.149  0.546  0.834
H  -0.483  -0.187  1.309
H  0.323  -2.041  -0.045
H  1.437  -1.841  1.446
C  1.088  -1.462  0.418
C  -1.033  -0.615  -1.330
H  0.938  2.708  -0.755
C  2.947  0.061  0.648
H  -1.446  -1.392  -1.934
C  -0.429  1.754  0.401
N  1.679  -0.425  -0.019
H  3.703  -0.346  0.054
H  3.029  1.201  0.612
H  -0.776  2.674  0.743